# 1
87
Properties=species:S:1:pos:R:3 method="wB97M-V/def2-TZVPD" spin_multiplicity=1 total_charge=+1
C -3.893 -2.115 2.157
Si -3.847 -3.144 0.530
C -5.707 -3.229 -0.097
C -2.770 -2.400 -0.881
C -1.763 -1.189 -0.424
C -1.052 -0.401 -1.659
F -2.231 -0.047 -2.548
F -0.334 -1.475 -2.446
N -0.311 0.843 -1.429
C 0.128 1.607 -2.643
N 0.069 1.246 -3.961
C 0.598 2.098 -5.133
C 2.205 1.722 -5.249
N 2.561 0.418 -4.504
N 0.838 2.963 -2.423
S -0.176 4.103 -1.594
C 2.032 2.506 -1.558
S 3.067 4.095 -1.321
O 2.645 4.889 -0.035
O 2.856 5.103 -2.511
C 4.908 3.774 -1.204
F 5.371 3.220 -2.497
F 5.559 5.132 -1.084
C 5.361 2.921 0.122
F 4.187 2.544 0.994
F 6.187 3.844 0.988
C 6.133 1.499 -0.211
F 5.320 0.618 -1.131
F 7.447 1.897 -0.841
C 6.442 0.577 1.119
F 5.210 -0.204 1.395
F 7.532 -0.379 0.703
F 6.977 1.325 2.280
O 1.478 2.186 -0.260
C 0.603 0.965 -0.270
C -0.142 1.147 1.221
C -1.295 2.314 1.231
C -1.897 2.332 2.792
C -2.367 0.992 3.616
C -2.918 0.970 5.170
C -3.028 2.382 6.001
C -2.564 3.753 5.210
C -2.008 3.773 3.633
B 1.685 -0.283 -0.046
O 2.551 -0.767 -1.152
O 1.837 -1.015 1.256
C -3.133 -4.881 0.964
C -3.060 -5.413 2.520
C -2.385 -6.913 2.748
C -1.843 -7.814 1.488
C -1.947 -7.288 -0.077
C -2.610 -5.803 -0.312
H -4.038 -0.977 1.839
H -2.837 -2.224 2.678
H -4.758 -2.457 2.887
H -6.024 -2.135 -0.454
H -6.449 -3.476 0.802
H -5.847 -4.011 -0.963
H -2.079 -3.261 -1.333
H -3.514 -2.114 -1.757
H -2.421 -0.442 0.234
H -0.980 -1.680 0.331
H -0.355 0.337 -4.224
H 0.089 1.669 -6.119
H 0.379 3.241 -5.008
H 2.498 1.500 -6.384
H 2.922 2.593 -4.908
H 2.566 -0.393 -5.191
H 3.566 0.460 -4.171
H -1.486 3.997 -2.118
H 2.690 1.691 -2.075
H 0.714 1.531 1.960
H -0.486 0.112 1.676
H -2.131 2.195 0.421
H -0.712 3.351 1.139
H -2.271 -0.038 3.069
H -3.215 -0.054 5.705
H -3.425 2.397 7.125
H -2.609 4.757 5.816
H -1.663 4.771 3.091
H 2.576 -1.788 -1.129
H 2.206 -0.387 1.948
H -3.475 -4.732 3.392
H -2.296 -7.302 3.859
H -1.342 -8.874 1.644
H -1.574 -7.881 -1.016
H -2.723 -5.375 -1.405

***

# 2
71
Properties=species:S:1:pos:R:3 method="wB97M-V/def2-TZVPD" spin_multiplicity=1 total_charge=-1 relative_energy_ev=0.0000
Ba -0.016 0.343 -0.271
Cl 4.030 -0.425 6.298
C 3.481 -0.492 4.637
C 4.288 -1.043 3.685
C 3.875 -1.118 2.349
I 5.140 -1.984 0.938
C 2.632 -0.652 1.899
O 2.220 -0.718 0.704
C 1.796 -0.054 2.942
N 0.591 0.423 2.539
C -0.218 0.960 3.421
C 0.103 1.074 4.784
C 1.312 0.607 5.214
C 2.208 0.020 4.293
H 5.258 -1.428 3.968
H -1.169 1.329 3.047
H -0.603 1.528 5.466
H 1.598 0.677 6.255
N -1.235 8.377 0.833
C -0.997 7.279 0.582
C -0.701 5.909 0.270
C -0.093 5.085 1.215
C 0.175 3.762 0.893
C -0.132 3.170 -0.350
C -0.734 4.059 -1.263
C -1.019 5.388 -0.985
H 0.159 5.487 2.190
H 0.651 3.164 1.670
H -1.016 3.701 -2.253
H -1.491 6.027 -1.723
C -4.710 -2.110 -1.914
C -4.775 -0.586 -1.743
C -6.227 -0.142 -1.943
C -3.918 -0.018 -2.884
P -3.915 -0.127 -0.093
N -2.391 -0.312 -0.187
C -4.431 1.663 0.322
C -3.457 2.210 1.377
C -4.199 2.547 -0.914
C -5.868 1.886 0.804
C -4.682 -1.246 1.259
C -6.195 -1.485 1.222
C -4.319 -0.666 2.633
C -3.960 -2.601 1.196
H -4.967 -2.356 -2.950
H -5.415 -2.639 -1.274
H -3.704 -2.480 -1.715
H -6.592 -0.545 -2.895
H -6.329 0.941 -1.994
H -6.892 -0.507 -1.160
H -4.275 -0.433 -3.832
H -2.877 -0.308 -2.741
H -3.965 1.065 -2.957
H -2.429 2.113 1.029
H -3.547 1.726 2.346
H -3.653 3.279 1.516
H -3.203 2.389 -1.327
H -4.260 3.597 -0.611
H -4.942 2.387 -1.694
H -6.058 1.440 1.779
H -6.611 1.504 0.104
H -6.039 2.963 0.906
H -6.772 -0.563 1.279
H -6.475 -2.099 2.086
H -6.508 -2.027 0.331
H -4.873 0.238 2.877
H -3.250 -0.453 2.693
H -4.557 -1.410 3.400
H -4.271 -3.212 0.352
H -4.185 -3.163 2.109
H -2.883 -2.446 1.128

***

# 3
72
Properties=species:S:1:pos:R:3 method="wB97M-V/def2-TZVPD" spin_multiplicity=1 relative_energy_ev=1.0770
Be -1.111 5.466 1.061
C 3.496 3.788 -1.478
C 2.901 2.901 -2.266
C 2.408 1.533 -1.891
C 0.953 1.684 -1.370
C 0.853 2.089 0.053
C 1.807 2.409 0.936
C 3.308 2.523 0.814
C 3.874 3.710 -0.010
C -1.876 5.828 2.472
H 3.783 4.745 -1.934
H 2.635 3.202 -3.302
H 3.011 1.113 -1.086
H 2.451 0.843 -2.760
H 0.354 2.367 -1.997
H 0.410 0.717 -1.469
H -0.188 2.180 0.420
H 1.420 2.835 1.889
H 3.766 1.600 0.430
H 3.665 2.688 1.852
H 3.556 4.681 0.435
H 4.978 3.685 0.095
H -1.597 6.867 2.728
H -1.510 5.124 3.230
H -2.951 5.707 2.301
P -1.746 -1.036 1.426
P -0.431 -1.273 -1.857
N -1.148 -1.592 3.005
N -3.395 -1.777 1.661
N 1.147 -2.027 -1.450
N -0.593 -1.841 -3.555
C -1.076 -2.530 0.525
C -1.424 -2.522 -0.977
C -0.611 -0.690 3.935
C -0.172 -1.418 5.035
C -0.437 -2.801 4.789
C -1.040 -2.880 3.539
C -4.562 -1.027 1.482
C -5.661 -1.875 1.584
C -5.173 -3.198 1.828
C -3.785 -3.108 1.869
C 2.106 -1.334 -0.686
C 3.295 -2.056 -0.722
C 3.050 -3.272 -1.430
C 1.700 -3.270 -1.775
C -0.090 -2.925 -4.290
C -0.836 -3.080 -5.453
C -1.799 -2.020 -5.472
C -1.645 -1.282 -4.311
H -1.479 -3.458 0.955
H 0.013 -2.516 0.694
H -1.235 -3.514 -1.411
H -2.487 -2.275 -1.131
H -0.603 0.363 3.699
H 0.315 -1.008 5.899
H -0.223 -3.628 5.439
H -1.383 -3.748 2.994
H -4.499 0.039 1.300
H -6.696 -1.586 1.492
H -5.759 -4.103 1.960
H -3.068 -3.899 2.017
H 1.840 -0.430 -0.161
H 4.235 -1.728 -0.282
H 3.781 -4.038 -1.678
H 1.101 -4.059 -2.200
H 0.776 -3.477 -3.975
H -0.709 -3.850 -6.193
H -2.527 -1.836 -6.243
H -2.158 -0.404 -3.945
Se 2.979 7.234 1.075
C 1.406 6.492 0.961
N 0.308 5.979 0.882

***

# 4
73
Properties=species:S:1:pos:R:3 method="wB97M-V/def2-TZVPD" spin_multiplicity=1 total_charge=+1 relative_energy_ev=0.6983
Ti 1.879 -2.274 -0.195
O 1.105 -3.043 5.147
C 1.669 -2.610 4.014
C 3.050 -2.414 3.881
C 3.563 -2.027 2.666
N 2.753 -1.825 1.624
C 1.437 -1.987 1.738
Br -0.588 -2.805 -0.494
C 0.841 -2.380 2.918
H 1.766 -3.231 5.822
H 3.710 -2.584 4.723
H 4.624 -1.867 2.522
H -0.226 -2.548 2.997
N 1.715 -3.276 -2.648
C 1.902 -4.745 -2.578
C 3.193 -5.056 -1.792
C 3.110 -4.043 -0.694
O 3.672 -2.918 -0.822
O 2.227 -4.180 0.206
H 0.839 -3.083 -3.119
H 2.464 -2.882 -3.211
H 1.951 -5.206 -3.566
H 1.047 -5.152 -2.040
H 4.080 -4.890 -2.400
H 3.173 -6.074 -1.411
C 1.623 -0.017 -3.327
C 1.074 -0.230 -1.954
O -0.206 0.081 -1.804
N 1.734 -0.593 -0.921
Te -0.399 0.118 0.225
C -2.521 0.399 0.252
C -3.485 -0.041 -0.661
C -3.177 -0.785 -1.933
C -4.825 0.217 -0.385
C -5.238 0.872 0.763
C -6.689 1.173 1.002
C -4.267 1.246 1.686
C -2.923 1.008 1.463
C -1.930 1.424 2.525
C 0.172 2.178 -0.017
C -0.405 3.063 -0.945
C -1.696 2.780 -1.664
C 0.242 4.268 -1.191
C 1.423 4.622 -0.555
C 2.116 5.919 -0.862
C 1.946 3.756 0.397
C 1.341 2.542 0.681
C 1.922 1.666 1.764
H 1.010 -0.532 -4.067
H 2.659 -0.336 -3.383
H 1.560 1.052 -3.536
H -2.126 -0.762 -2.184
H -3.748 -0.364 -2.762
H -3.471 -1.830 -1.819
H -5.564 -0.119 -1.104
H -7.323 0.581 0.343
H -6.891 2.228 0.806
H -6.968 0.973 2.036
H -4.574 1.726 2.608
H -2.450 1.722 3.433
H -1.319 2.269 2.195
H -1.267 0.592 2.790
H -1.659 1.828 -2.189
H -1.906 3.566 -2.389
H -2.526 2.746 -0.959
H -0.196 4.951 -1.911
H 1.734 6.363 -1.780
H 3.190 5.769 -0.968
H 1.965 6.631 -0.049
H 2.848 4.037 0.929
H 2.746 2.172 2.263
H 2.316 0.741 1.347
H 1.169 1.429 2.520

***

# 5
82
Properties=species:S:1:pos:R:3 method="wB97M-V/def2-TZVPD" spin_multiplicity=1 relative_energy_ev=0.0000
Cl 13.236 3.029 17.739
C 12.455 1.585 17.021
C 12.853 1.526 15.573
Cl 12.105 2.678 14.548
H 11.384 1.765 17.083
H 12.823 0.739 17.593
H 12.497 0.561 15.201
H 13.940 1.490 15.497
Cl 15.698 -1.207 17.235
C 16.099 -2.413 15.961
C 14.928 -2.953 15.123
Cl 13.418 -1.961 15.240
H 16.623 -3.279 16.366
H 16.888 -1.953 15.368
H 14.631 -3.929 15.489
H 15.094 -2.894 14.053
Cl 19.311 1.613 17.756
C 17.614 1.947 17.323
C 16.732 1.922 18.546
Cl 17.315 3.059 19.848
H 17.214 1.155 16.678
H 17.331 2.752 16.642
H 16.647 0.941 19.010
H 15.703 2.222 18.355
Cl 22.082 -2.392 16.591
C 23.267 -1.331 17.382
C 22.850 0.124 17.293
Cl 24.246 0.999 18.079
H 24.171 -1.394 16.780
H 23.369 -1.714 18.389
H 21.977 0.327 17.911
H 22.645 0.507 16.299
Cl 14.611 1.613 21.208
C 14.375 -0.113 20.697
C 13.808 -0.996 21.767
Cl 14.323 -2.678 21.440
H 15.366 -0.517 20.479
H 13.898 -0.060 19.721
H 12.726 -1.082 21.760
H 14.246 -0.769 22.734
C 13.241 8.851 16.235
C 12.793 7.723 15.581
C 13.495 6.522 15.658
C 14.693 6.435 16.337
C 15.156 7.561 16.983
C 14.434 8.738 16.958
N 15.467 5.180 16.335
O 16.148 4.986 17.314
O 15.343 4.398 15.422
H 12.804 9.834 16.141
H 11.899 7.806 14.976
H 13.004 5.639 15.266
H 16.089 7.526 17.535
H 14.810 9.654 17.395
C 15.896 4.242 10.566
C 15.090 3.786 11.628
C 15.532 2.792 12.447
C 16.776 2.158 12.126
C 17.472 2.481 10.981
C 17.001 3.548 10.187
N 17.185 1.013 12.920
O 16.737 0.839 14.033
O 17.939 0.222 12.373
H 15.515 5.053 9.959
H 14.203 4.372 11.828
H 14.877 2.387 13.204
H 18.389 1.960 10.751
H 17.563 3.875 9.322
C 16.854 5.874 23.608
C 16.779 7.268 23.769
C 16.990 8.133 22.714
C 17.466 7.593 21.513
C 17.555 6.220 21.353
C 17.193 5.342 22.364
N 17.943 8.482 20.461
O 18.133 8.068 19.323
O 18.045 9.677 20.739
H 16.498 5.245 24.412
H 16.516 7.662 24.741
H 16.849 9.197 22.833
H 17.802 5.837 20.370
H 17.203 4.274 22.209

***

# 6
86
Properties=species:S:1:pos:R:3 method="wB97M-V/def2-TZVPD" spin_multiplicity=1 relative_energy_ev=1.3729
N 14.688 14.860 8.926
C 14.758 16.221 9.177
C 16.089 16.581 8.987
C 16.856 15.419 8.709
C 15.939 14.431 8.621
H 13.882 14.284 8.985
H 13.902 16.853 9.372
H 16.442 17.558 9.234
H 17.913 15.438 8.515
H 16.017 13.329 8.465
N 20.401 15.725 13.468
C 19.283 15.258 12.868
C 18.881 14.072 13.436
C 19.823 13.764 14.465
C 20.742 14.847 14.475
H 20.853 16.608 13.355
H 19.031 15.872 12.050
H 18.016 13.491 13.240
H 19.845 12.876 15.081
H 21.614 15.098 15.076
N 8.485 12.585 15.531
C 7.806 13.607 14.909
C 8.225 13.745 13.625
C 9.039 12.605 13.413
C 9.209 11.919 14.568
H 8.360 12.299 16.486
H 7.233 14.390 15.422
H 8.062 14.575 12.907
H 9.546 12.432 12.483
H 9.772 11.049 14.847
C 11.707 14.310 16.126
C 11.580 14.533 14.677
O 13.019 14.662 14.268
C 13.405 14.599 13.028
O 12.700 14.369 12.042
C 14.957 14.805 12.974
F 15.535 14.074 13.928
F 15.396 14.333 11.784
F 15.365 16.072 13.040
H 10.810 14.496 16.670
H 12.546 14.918 16.508
H 12.053 13.243 16.326
H 11.011 15.425 14.359
H 11.290 13.603 14.184
C 12.088 10.075 11.297
C 11.648 10.264 12.715
O 12.295 9.073 13.371
C 12.345 9.127 14.678
O 11.864 9.982 15.400
C 13.097 7.919 15.300
F 13.614 8.354 16.445
F 12.221 6.855 15.463
F 14.032 7.496 14.467
H 13.139 9.814 11.220
H 11.915 10.953 10.748
H 11.513 9.214 10.785
H 10.627 10.162 12.935
H 12.049 11.187 13.159
C 10.978 16.021 9.170
C 9.641 15.572 9.743
O 9.639 14.114 9.514
C 9.131 13.716 8.387
O 8.702 14.403 7.493
C 9.229 12.196 8.274
F 9.066 11.526 9.400
F 8.135 11.829 7.509
F 10.386 11.914 7.718
H 11.770 15.502 9.696
H 11.082 17.056 9.433
H 11.047 15.948 8.109
H 8.728 16.028 9.389
H 9.728 15.706 10.825
C 14.108 11.909 19.252
C 13.479 10.766 18.544
O 11.972 10.956 18.541
C 11.374 9.931 19.050
O 11.856 9.078 19.744
C 9.870 9.909 18.646
F 9.639 10.685 17.589
F 9.542 8.655 18.382
F 9.129 10.359 19.631
H 15.241 12.053 19.124
H 13.930 11.918 20.307
H 13.712 12.839 18.778
H 13.643 9.761 18.910
H 13.685 10.631 17.462

***

| no. | total energy (eV) | E_HOMO (eV) |
| --- | --- | --- |
| 1 | -105884.60967 | -10.3653 |
| 2 | -66730.38178 | -4.9127 |
| 3 | -121376.81419 | -8.4010 |
| 4 | -142712.36905 | -11.1822 |
| 5 | -171575.07190 | -9.8495 |
| 6 | -83062.65139 | -8.1037 |